The following is a quantum chemistry calculation of an isolated molecule of C3H8N2O2 in a non-equilibrium geometry, from the OMol25 dataset.

ORCA input file:
```
! RIJCOSX wB97M-V def2-TZVPD def2/J DEFGRID3
* xyz 0 1
C 0.44 -0.80 -0.90
C 0.23 0.67 -0.53
C -0.52 0.64 0.91
N 0.09 -1.62 0.26
N -0.19 -0.68 1.43
O 1.37 1.45 -0.54
O -1.88 0.76 0.87
H 0.12 -1.15 -1.83
H 1.63 -0.91 -1.01
H -0.51 1.03 -1.38
H -0.16 1.45 1.56
H -0.66 -2.27 0.12
H 0.58 -0.75 2.02
H 1.66 2.04 -1.24
H -2.20 0.13 0.26
*
```

Its relative energy (zero: lowest compared OMol25 entry of this formula, charge and spin) is 3.555 eV. The value obtained for the LUMO energy is 0.7 eV. As for the HOMO energy: -8.65 eV. The calculation puts the orbital gap at 9.36 eV.


The following is a quantum chemistry calculation of an isolated molecule of C3H8N2O2 in a non-equilibrium geometry, from the OMol25 dataset.

ORCA input file:
```
! RIJCOSX wB97M-V def2-TZVPD def2/J DEFGRID3
* xyz 0 1
N 1.28 0.06 -0.91
C -0.07 0.17 -0.35
C -0.96 -0.97 -0.79
O -0.96 -1.15 -2.19
C -0.05 0.25 1.19
N 0.30 1.56 1.69
O -0.32 -0.68 1.92
H 1.58 -0.91 -0.84
H 1.93 0.62 -0.39
H -0.48 1.15 -0.63
H -1.98 -0.81 -0.46
H -0.58 -1.87 -0.28
H -0.14 -0.79 -2.55
H -0.54 1.92 2.14
H 0.97 1.47 2.45
*
```

Its relative energy (zero: lowest compared OMol25 entry of this formula, charge and spin) is 1.411 eV. The value obtained for the LUMO energy is 0.7 eV. As for the HOMO energy: -9.66 eV. The calculation puts the orbital gap at 10.35 eV.


The following is a quantum chemistry calculation of an isolated molecule of C3H8N2O2, from the OMol25 dataset.

ORCA input file:
```
! RIJCOSX wB97M-V def2-TZVPD def2/J DEFGRID3
* xyz 0 1
N 2.33 1.00 -0.18
C 0.97 0.84 -0.11
O 0.26 1.72 0.35
N 0.56 -0.39 -0.67
C -0.82 -0.88 -0.44
C -1.37 -0.72 1.00
O -1.87 0.57 1.23
H 2.69 1.51 0.61
H 2.86 0.17 -0.42
H 0.69 -0.15 -1.66
H -0.82 -1.94 -0.72
H -1.52 -0.34 -1.08
H -0.63 -1.04 1.76
H -2.23 -1.40 1.09
H -1.16 1.17 0.94
*
```

Its relative energy (zero: lowest compared OMol25 entry of this formula, charge and spin) is 0.870 eV. The value obtained for the LUMO energy is 0.7 eV. As for the HOMO energy: -9.68 eV. The calculation puts the orbital gap at 10.41 eV.


The following is a quantum chemistry calculation of an isolated molecule of C3H8N2O2 in a non-equilibrium geometry, from the OMol25 dataset.

ORCA input file:
```
! RIJCOSX wB97M-V def2-TZVPD def2/J DEFGRID3
* xyz 0 1
C -0.12 -1.07 1.38
N 0.69 1.53 -1.11
C 0.53 0.37 -0.61
N 1.45 -0.59 -0.95
C -0.57 -0.01 0.36
O -0.22 2.52 -0.67
O -1.65 -0.48 -0.43
H 0.08 3.31 -1.14
H -2.40 -0.65 0.14
H 1.08 -1.52 -1.03
H 2.05 -0.32 -1.71
H -0.86 0.91 0.89
H 0.03 -2.03 0.89
H 0.80 -0.77 1.86
H -0.90 -1.19 2.14
*
```

Its relative energy (zero: lowest compared OMol25 entry of this formula, charge and spin) is 2.641 eV. The value obtained for the LUMO energy is 0.9 eV. As for the HOMO energy: -8.55 eV. The calculation puts the orbital gap at 9.46 eV.


The following is a quantum chemistry calculation of a structure of composition C3H8N2O2S in a non-equilibrium geometry, from the OMol25 dataset.

ORCA input file:
```
! RIJCOSX wB97M-V def2-TZVPD def2/J DEFGRID3
* xyz 0 1
C 1.18 0.77 0.64
C -0.02 -1.22 -0.73
C -0.13 0.14 0.79
N -0.17 -0.65 -1.99
N -1.33 0.90 0.48
O 1.11 1.88 -0.13
O 2.27 0.34 1.04
S -0.06 -1.09 2.15
H 1.00 -1.58 -0.39
H -0.83 -1.88 -0.51
H -1.10 -0.36 -2.03
H 0.52 0.02 -2.48
H 0.21 1.92 -0.38
H -2.07 0.27 0.12
H -1.86 1.35 1.31
H 1.28 -0.82 2.10
*
```

Its relative energy (zero: lowest compared OMol25 entry of this formula, charge and spin) is 1.273 eV. The value obtained for the LUMO energy is 0.4 eV. As for the HOMO energy: -8.17 eV. The calculation puts the orbital gap at 8.59 eV.


The following is a quantum chemistry calculation of an isolated molecule of C3H8N2O2S in a non-equilibrium geometry, from the OMol25 dataset.

ORCA input file:
```
! RIJCOSX wB97M-V def2-TZVPD def2/J DEFGRID3
* xyz 0 1
C -2.39 0.21 -0.75
C -0.99 -0.46 1.05
C 1.55 -0.73 0.02
H -3.10 -0.76 -0.72
H -1.63 -0.20 -1.51
H -2.92 1.11 -1.10
H -0.06 0.26 1.62
H -1.72 -1.12 1.73
H 3.26 -0.41 0.09
H 0.42 0.93 0.04
H 3.02 1.42 -0.72
N 2.66 -1.35 -0.06
N 1.30 0.65 -0.25
O -1.76 0.67 0.49
O 2.42 1.28 0.16
S -0.08 -1.50 -0.11
*
```

Its relative energy (zero: lowest compared OMol25 entry of this formula, charge and spin) is 4.943 eV. The value obtained for the LUMO energy is 0.4 eV. As for the HOMO energy: -9.46 eV. The calculation puts the orbital gap at 9.89 eV.


The following is a quantum chemistry calculation of an isolated molecule of C3H8N2O2S in a non-equilibrium geometry, from the OMol25 dataset.

ORCA input file:
```
! RIJCOSX wB97M-V def2-TZVPD def2/J DEFGRID3
* xyz 0 1
C -2.01 1.83 1.24
C 0.92 -0.76 -1.05
C 0.25 -1.22 1.23
N -1.38 1.42 0.25
N -0.16 -1.07 -0.18
O -2.07 -0.49 -1.72
O -2.50 -1.05 0.68
S -1.68 -0.42 -0.36
H -1.89 2.84 1.70
H -2.85 1.33 1.75
H 0.74 -1.16 -2.09
H 0.93 0.29 -1.34
H 1.79 -1.28 -0.67
H -0.62 -1.19 1.92
H 0.76 -2.23 1.48
H 0.85 -0.45 1.49
*
```

Its relative energy (zero: lowest compared OMol25 entry of this formula, charge and spin) is 2.411 eV. The value obtained for the LUMO energy is 0.8 eV. As for the HOMO energy: -9.66 eV. The calculation puts the orbital gap at 10.49 eV.


The following is a quantum chemistry calculation of the ion C3H8N2OS with charge -1 in a non-equilibrium geometry, from the OMol25 dataset.

ORCA input file:
```
! RIJCOSX wB97M-V def2-TZVPD def2/J DEFGRID3
* xyz -1 2
N 1.81 1.11 -0.71
C 0.78 0.43 0.06
C -0.61 1.03 -0.22
S -1.93 0.71 0.97
C 0.81 -1.02 -0.36
N -0.01 -1.82 0.41
O 1.46 -1.49 -1.28
H 1.62 1.13 -1.70
H -1.24 0.08 2.06
H 2.01 2.03 -0.37
H 1.03 0.60 1.09
H -0.93 0.72 -1.23
H -0.48 2.10 -0.33
H -0.04 -1.65 1.41
H -0.08 -2.78 0.12
*
```

Its relative energy (zero: lowest compared OMol25 entry of this formula, charge and spin) is 0.187 eV. The value obtained for the LUMO energy (alpha / beta) is 3.6 / 3.7 eV. As for the HOMO energy (alpha / beta): 0.64 / -4.89 eV. The calculation puts the orbital gap (alpha / beta) at 2.96 / 8.59 eV. Its expectation value of S² is 0.75.


> Number 8 is which compound?

C3H8N2OS


> The highest relative energy (zero: lowest compared OMol25 entry of this formula, charge and spin) belongs to which entry?

number 6


> relative energy (zero: lowest compared OMol25 entry of this formula, charge and spin) of number 1 (C3H8N2O2)?

3.555 eV